1.
{
  "formula": "C3H7NO2",
  "method": "ωB97M-V with the def2-TZVPD basis set",
  "homo_lumo_gap_ev": 9.502,
  "homo_energy_ev": -8.85,
  "molar_mass_g_mol": 89.09,
  "relative_energy_ev": 1.779,
  "elements": ["C", "C", "C", "O", "O", "N", "H", "H", "H", "H", "H", "H", "H"],
  "xyz": [[0.032027, -0.457545, -0.706735], [-0.290100, 0.004053, 0.676660], [0.675291, 0.902621, 1.357814], [1.227976, 1.657089, 0.401627], [0.719527, 1.008245, 2.547448], [-1.010094, -1.163066, -1.445008], [0.954473, -0.983896, -0.744817], [0.062798, 0.428363, -1.196612], [-0.441975, -0.954680, 1.277662], [-1.325648, 0.454710, 0.705736], [2.161992, 1.849808, 0.810711], [-1.683817, -0.615314, -2.025301], [-1.082450, -2.130389, -1.659185]],
  "atomic_forces_ev_per_a": [[-1.6, -1.2, -0.5], [-2.6, -3.2, 1.9], [-2.8, -0.7, -0.5], [4.5, 0.9, 1.7], [1.4, 0.4, 0.1], [-1.7, 1.0, -0.4], [0.9, -0.4, -0.1], [1.2, 2.6, -2.1], [0.3, 1.4, -0.1], [1.1, -0.1, -0.1], [-2.3, 0.4, -1.3], [1.3, -0.6, 1.0], [0.5, -0.5, 0.4]],
  "lowdin_charge": [-0.292, -0.130, -0.579, 0.080, 0.123, -0.005, 0.117, 0.069, 0.145, 0.150, 0.189, 0.089, 0.045]
}

---

2.
{
  "formula": "C3H7NO2",
  "method": "ωB97M-V with the def2-TZVPD basis set",
  "homo_lumo_gap_ev": 10.484,
  "homo_energy_ev": -9.62,
  "molar_mass_g_mol": 89.09,
  "relative_energy_ev": 2.526,
  "elements": ["C", "O", "C", "C", "O", "N", "H", "H", "H", "H", "H", "H", "H"],
  "xyz": [[-1.920351, -0.688467, -0.286056], [-0.608178, -0.630296, 0.171007], [-0.152488, 0.684449, 0.426702], [1.061225, 1.023114, -0.320475], [1.348189, 2.213136, -0.198019], [1.667129, 0.130368, -1.108642], [-1.990262, -0.180607, -1.248876], [-2.519786, -0.117971, 0.422317], [-2.310736, -1.705953, -0.414458], [0.066228, 0.737950, 1.494749], [-0.433231, 1.861921, 0.100203], [2.378510, 0.444993, -1.741703], [1.387083, -0.834714, -1.149763]],
  "atomic_forces_ev_per_a": [[-1.0, 0.7, -0.4], [0.2, 0.2, -0.2], [0.3, 1.4, 0.2], [0.9, 0.7, 0.0], [1.4, -0.1, -0.8], [0.4, -0.1, -0.2], [-0.2, 0.0, -0.2], [-0.6, -0.2, 0.0], [0.5, 0.2, 0.3], [0.0, 0.2, 0.0], [-1.9, -3.2, 1.0], [0.2, 0.1, 0.0], [-0.2, 0.1, 0.2]],
  "lowdin_charge": [-0.119, -0.177, -0.166, -0.585, 0.005, 0.200, 0.088, 0.087, 0.093, 0.135, 0.216, 0.116, 0.109]
}

---

3.
{
  "formula": "C3H7NO2",
  "method": "ωB97M-V with the def2-TZVPD basis set",
  "homo_lumo_gap_ev": [8.866, 8.865],
  "homo_energy_ev": [-9.11, -9.10],
  "molar_mass_g_mol": 89.09,
  "relative_energy_ev": 7.468,
  "elements": ["C", "C", "N", "O", "C", "O", "H", "H", "H", "H", "H", "H", "H"],
  "xyz": [[-0.446182, -1.327892, 0.654013], [0.016641, -0.552934, -0.411694], [1.380629, -0.607918, -0.317771], [1.667407, 0.513205, 0.279024], [-0.712268, 0.727558, -0.765229], [0.002503, 1.586281, -1.602002], [0.109302, -2.226869, 0.915523], [0.169537, -0.330630, 1.599105], [-1.486045, -1.285818, 0.969909], [0.941672, 0.337195, 1.382524], [-1.032950, 1.227073, 0.168318], [-1.624290, 0.444451, -1.302989], [0.815672, 1.811618, -1.126910]],
  "atomic_forces_ev_per_a": [[-0.1, -0.1, -0.1], [0.1, 0.1, 0.2], [-0.2, 0.0, 0.1], [0.0, 0.0, 0.2], [-0.2, -0.2, 0.1], [0.2, 0.1, 0.1], [0.0, 0.2, 0.0], [0.0, 0.0, 0.0], [0.1, 0.0, 0.0], [0.0, -0.1, -0.3], [0.1, -0.1, -0.1], [0.1, 0.0, 0.1], [-0.1, 0.0, -0.2]],
  "lowdin_charge": [-0.005, -0.345, -0.025, -0.147, -0.238, -0.049, 0.097, 0.126, 0.089, 0.157, 0.129, 0.134, 0.079]
}

---

4.
{
  "formula": "C3H7NO2",
  "method": "ωB97M-V with the def2-TZVPD basis set",
  "homo_lumo_gap_ev": 10.271,
  "homo_energy_ev": -9.58,
  "molar_mass_g_mol": 89.09,
  "relative_energy_ev": 3.232,
  "elements": ["O", "C", "C", "N", "C", "O", "H", "H", "H", "H", "H", "H", "H"],
  "xyz": [[-0.052246, 1.555800, 1.200009], [0.962554, 0.640501, 0.889327], [0.418472, -0.704158, 0.462724], [-0.076769, -0.679176, -0.887274], [-1.348132, -0.168071, -1.334103], [-1.962088, 0.751452, -0.829798], [-0.734980, 1.514707, 0.506633], [1.569292, 0.506388, 1.785059], [1.623156, 1.007187, 0.082622], [-0.415225, -0.992467, 1.119626], [1.174694, -1.498525, 0.534356], [0.586488, -0.759642, -1.650318], [-1.336795, -1.229610, -1.713666]],
  "atomic_forces_ev_per_a": [[-0.1, 0.2, -0.1], [0.5, -0.1, 0.3], [0.2, 0.4, 0.3], [0.8, 1.0, 0.5], [1.6, -1.3, 1.9], [0.4, -1.4, -0.9], [0.1, 0.0, 0.1], [0.0, 0.2, 0.1], [-0.1, 0.0, 0.2], [0.2, 0.1, -0.1], [-0.1, 0.3, -0.1], [-0.1, -0.4, 0.2], [-3.2, 0.9, -2.4]],
  "lowdin_charge": [-0.062, -0.281, -0.198, -0.047, -0.289, 0.053, 0.051, 0.115, 0.119, 0.136, 0.124, 0.130, 0.150]
}

---

5.
{
  "formula": "C3H7NO2",
  "method": "ωB97M-V with the def2-TZVPD basis set",
  "homo_lumo_gap_ev": 10.625,
  "homo_energy_ev": -9.93,
  "molar_mass_g_mol": 89.09,
  "relative_energy_ev": 4.452,
  "elements": ["C", "O", "C", "C", "O", "N", "H", "H", "H", "H", "H", "H", "H"],
  "xyz": [[2.079091, 0.645555, 0.019272], [0.675019, 0.704364, -0.034972], [0.044037, -0.379965, -0.423715], [-1.341724, -0.600032, -0.049951], [-0.816283, -1.224790, 0.949294], [-2.450955, -0.311236, -0.567015], [2.485547, 0.505840, -0.966794], [2.393873, -0.178035, 0.633690], [2.513741, 1.544191, 0.420095], [0.601631, -1.132987, -0.988141], [-1.260180, 0.648939, -2.815707], [-3.232802, -0.676377, -0.036530], [-1.839205, 0.462050, -2.329686]],
  "atomic_forces_ev_per_a": [[0.9, -0.5, -0.2], [-1.1, 0.0, -0.1], [0.2, 0.0, 0.9], [-0.4, 0.3, -0.5], [0.8, 0.0, -0.4], [-0.2, -0.1, 0.2], [0.1, -0.1, -0.6], [0.1, -0.4, 0.4], [-0.4, 0.5, 0.2], [-0.2, 0.1, 0.3], [-0.6, -0.1, 0.3], [-0.1, -0.1, 0.2], [0.9, 0.3, -0.7]],
  "lowdin_charge": [-0.044, -0.038, -0.072, -0.599, 0.075, 0.112, 0.094, 0.098, 0.096, 0.163, 0.037, 0.064, 0.014]
}

---

6.
{
  "formula": "C3H7NO2",
  "method": "ωB97M-V with the def2-TZVPD basis set",
  "homo_lumo_gap_ev": 10.217,
  "homo_energy_ev": -9.52,
  "molar_mass_g_mol": 89.09,
  "relative_energy_ev": 1.255,
  "elements": ["C", "C", "C", "N", "O", "O", "H", "H", "H", "H", "H", "H", "H"],
  "xyz": [[-0.649792, 0.768183, 1.090091], [1.405960, 0.282070, -0.404358], [0.124063, -0.374230, 0.223918], [-0.827615, -0.884978, -0.739189], [-1.800543, 1.078410, 0.537921], [-0.216819, 1.205932, 2.155326], [1.420293, 0.268173, -1.545060], [1.479745, 1.242154, -0.115525], [2.362215, -0.254440, -0.117008], [0.205338, -1.116317, 1.051307], [-1.917110, 0.464946, -0.220281], [-1.184903, -1.669554, -0.263097], [-0.400832, -1.010349, -1.654045]],
  "atomic_forces_ev_per_a": [[1.7, -0.6, 0.9], [0.5, -4.5, -1.4], [-0.3, 2.0, 1.6], [0.7, 1.1, -0.4], [-0.6, 0.8, 0.6], [-0.9, -0.7, -2.3], [-0.4, -0.1, 1.4], [0.3, 3.3, 1.1], [-1.2, 0.6, -0.1], [1.1, 0.3, -0.8], [0.2, -0.1, -0.2], [-0.8, -1.5, -0.7], [-0.4, -0.6, 0.4]],
  "lowdin_charge": [-0.492, -0.022, -0.306, 0.023, 0.107, 0.067, 0.097, 0.021, 0.097, 0.147, 0.085, 0.079, 0.096]
}

---

7.
{
  "formula": "C3H7NO2",
  "method": "ωB97M-V with the def2-TZVPD basis set",
  "homo_lumo_gap_ev": 10.819,
  "homo_energy_ev": -9.89,
  "molar_mass_g_mol": 89.09,
  "relative_energy_ev": 1.170,
  "elements": ["C", "C", "O", "C", "N", "O", "H", "H", "H", "H", "H", "H", "H"],
  "xyz": [[-0.317921, -0.409054, -0.416453], [-0.521367, 1.011908, -0.868559], [-1.313635, 0.979743, -2.039901], [0.593838, -0.486129, 0.790245], [0.144323, -1.140668, 1.933287], [1.671697, 0.055274, 0.748835], [0.270884, -0.947881, -1.143863], [-1.295328, -0.862285, -0.248543], [-0.925799, 1.704007, -0.142404], [0.463353, 1.422020, -1.095102], [-1.066144, 1.720935, -2.599637], [0.475672, -0.854468, 2.838436], [-0.043437, -2.130242, 1.891714]],
  "atomic_forces_ev_per_a": [[-0.2, -0.5, 0.9], [1.1, 0.5, -0.7], [-0.3, 0.0, -0.2], [0.2, 0.2, 0.4], [-0.7, -0.2, 0.2], [0.2, 0.5, 0.2], [-0.3, -0.2, -0.8], [0.2, -0.3, 0.0], [-0.5, -0.2, 0.6], [0.2, 0.0, -0.1], [-0.1, 0.0, 0.0], [0.7, 0.1, -0.2], [-0.4, 0.1, -0.3]],
  "lowdin_charge": [-0.106, -0.273, -0.062, -0.525, 0.130, 0.078, 0.126, 0.121, 0.121, 0.118, 0.086, 0.091, 0.094]
}

---

8.
{
  "formula": "C3H7NO2P",
  "method": "ωB97M-V with the def2-TZVPD basis set",
  "homo_lumo_gap_ev": 7.793,
  "homo_energy_ev": -14.16,
  "molar_mass_g_mol": 120.07,
  "relative_energy_ev": 1.846,
  "total_charge": 1,
  "elements": ["C", "C", "C", "N", "O", "O", "P", "H", "H", "H", "H", "H", "H", "H"],
  "xyz": [[0.453829, 0.176386, -0.825172], [2.303774, -0.696540, 0.644541], [-1.262244, 1.433746, 0.400412], [1.770270, 0.166231, -0.336446], [-0.366809, 0.373538, 0.344377], [3.594966, -0.140634, 0.554882], [3.242086, 0.956207, -0.537564], [0.375030, 0.932560, -1.556260], [0.113619, -0.754243, -1.291732], [1.769893, -0.586538, 1.666979], [2.439668, -1.753229, 0.308483], [-1.978173, 1.105374, 1.325900], [-1.822970, 1.680174, -0.576623], [-0.669747, 2.342201, 0.569338]],
  "atomic_forces_ev_per_a": [[-2.4, -0.2, 1.5], [-0.7, -1.7, 1.5], [-2.1, 0.8, 0.7], [1.6, 1.4, -1.7], [1.1, -1.7, -1.3], [2.1, 0.6, 1.2], [-2.0, -1.1, 0.2], [-0.3, 1.2, -0.8], [0.6, -0.2, 0.1], [1.2, -0.2, -1.6], [-0.7, 0.6, 0.4], [1.5, 1.4, -2.5], [0.4, -1.0, 1.4], [-0.5, 0.1, 0.6]],
  "lowdin_charge": [-0.194, -0.241, -0.116, -0.253, -0.196, -0.292, 1.290, 0.124, 0.157, 0.197, 0.174, 0.158, 0.113, 0.078]
}

---

9.
{
  "formula": "C3H7NO2S",
  "method": "ωB97M-V with the def2-TZVPD basis set",
  "homo_lumo_gap_ev": 8.927,
  "homo_energy_ev": -8.45,
  "molar_mass_g_mol": 121.16,
  "relative_energy_ev": 5.426,
  "elements": ["C", "C", "C", "N", "O", "O", "S", "H", "H", "H", "H", "H", "H", "H"],
  "xyz": [[1.213815, -0.295278, 0.208684], [0.225956, -1.426937, 0.491809], [-0.555357, 0.973885, -0.040622], [0.576148, 0.908349, 0.649756], [-2.010403, -1.013630, -1.166556], [-1.281168, 2.108084, 0.044463], [-1.538258, -0.661046, 0.206783], [1.998819, -0.629085, 0.788257], [1.537459, -0.231487, -0.909069], [0.319037, -2.314708, -0.069933], [0.486752, -1.857375, 1.521133], [0.018875, 0.630372, -1.815343], [1.029340, 1.861705, 0.595221], [-2.021015, 1.947147, -0.504582]],
  "atomic_forces_ev_per_a": [[0.1, -0.8, -2.2], [-0.8, 0.6, 1.5], [-1.6, -1.2, -3.1], [1.5, 2.0, 0.6], [0.1, -0.1, 1.0], [1.5, -0.1, 0.9], [1.8, -0.1, -1.1], [2.3, 0.3, 1.2], [-0.7, 0.0, 1.7], [-0.1, -0.6, -1.5], [-1.2, 1.1, -0.9], [-1.3, 0.5, 2.5], [0.0, -1.8, 0.3], [-1.5, 0.2, -1.1]],
  "lowdin_charge": [-0.306, -0.259, -0.615, -0.040, -0.575, 0.031, 0.953, 0.082, 0.114, 0.064, 0.111, 0.170, 0.188, 0.082]
}

---

10.
{
  "formula": "C3H7NO2S",
  "method": "ωB97M-V with the def2-TZVPD basis set",
  "homo_lumo_gap_ev": [8.433, 8.429],
  "homo_energy_ev": [-9.51, -9.50],
  "molar_mass_g_mol": 121.16,
  "relative_energy_ev": 5.364,
  "elements": ["C", "C", "C", "N", "O", "O", "S", "H", "H", "H", "H", "H", "H", "H"],
  "xyz": [[0.519420, -1.126908, -0.684528], [-0.820119, -0.329091, -1.338162], [0.737129, -0.603425, 0.684268], [-0.940088, 1.422094, 1.884798], [1.283305, 2.194170, 0.670963], [-0.727030, 1.057362, -1.377206], [0.131215, 1.258925, 0.782959], [0.117142, -2.208762, -0.703430], [1.386979, -1.133990, -1.344269], [-1.070001, -0.511098, -2.399110], [-1.621437, -0.760775, -0.643544], [0.292973, -1.310986, 1.484313], [1.828375, -0.344815, 0.835719], [-1.117863, 2.397300, 2.147229]],
  "atomic_forces_ev_per_a": [[-2.6, -1.2, -2.3], [0.3, 0.1, 0.7], [0.8, 0.1, 1.0], [1.1, -0.5, -1.7], [-2.2, -1.8, -0.1], [1.3, -0.8, 3.7], [0.2, 1.0, -0.6], [0.8, 1.6, 0.4], [0.0, 0.5, 0.1], [0.5, -1.1, 0.4], [0.4, 0.8, -0.9], [0.6, 1.9, -1.0], [-1.3, -0.5, 0.3], [0.3, -0.2, -0.2]],
  "lowdin_charge": [-0.224, -0.334, -0.228, -0.211, -0.383, -0.237, 0.893, 0.128, 0.098, 0.117, 0.111, 0.134, 0.104, 0.031]
}